1.
A structure of composition C8H3CdCl3N9O in a non-equilibrium geometry, computed with ωB97M-V/def2-TZVPD.

Structure (XYZ):
```
25
Properties=species:S:1:pos:R:3
Cd -6.111 -15.783 4.273
N -5.556 -19.395 4.229
C -6.757 -18.956 3.584
N -7.606 -19.846 3.008
N -8.544 -19.001 2.460
N -8.232 -17.691 2.633
N -7.009 -17.682 3.293
C -4.909 -18.653 5.203
N -4.130 -19.188 6.121
N -3.648 -18.116 6.790
N -4.239 -16.994 6.383
N -5.020 -17.302 5.293
H -5.588 -20.386 4.474
Cl -6.403 -8.747 6.842
C -6.667 -10.245 6.140
C -5.929 -11.354 6.562
C -6.172 -12.639 6.212
Cl -5.418 -13.991 6.991
C -7.193 -12.920 5.232
O -7.299 -14.044 4.554
C -8.111 -11.842 4.959
Cl -9.584 -12.155 4.200
C -7.788 -10.509 5.301
H -5.278 -11.198 7.432
H -8.411 -9.675 5.099
```

Its spin multiplicity is 1. The LUMO energy comes out at 1.9 eV. For the total energy, the calculation gives -65935.0264 eV. The net charge is -1. The calculation puts the energy above the lowest of the compared OMol25 structures with the same formula, charge and spin at 0.476 eV. The HOMO energy comes out at -0.2056 hartree.

---

2.
The molecule C8H3Cl2NO3S in a non-equilibrium geometry, computed with ωB97M-V/def2-TZVPD.

Structure (XYZ):
```
18
Properties=species:S:1:pos:R:3
O -2.909 -1.253 -1.827
C -2.008 -0.487 -1.391
N -1.893 -0.285 -0.024
C -0.867 0.743 0.295
C 0.285 0.089 0.917
C 0.317 -0.719 2.028
Cl -1.099 -0.930 3.017
S 1.964 -1.410 2.183
C 2.527 -0.708 0.645
Cl 3.962 -1.189 -0.186
C 1.492 0.122 0.198
C 1.183 0.744 -1.099
O 2.135 1.079 -1.766
C -0.349 1.173 -1.112
O -1.194 0.371 -2.050
H -1.796 -1.164 0.474
H -1.257 1.599 0.895
H -0.491 2.227 -1.197
```

Its spin multiplicity is 1. The LUMO energy comes out at -1.1 eV. For the total energy, the calculation gives -51855.8076 eV. The calculation puts the energy above the lowest of the compared OMol25 structures with the same formula, charge and spin at 0.873 eV. The HOMO energy comes out at -0.3488 hartree.

---

3.
A cluster of 12 separate species, C8H40N12O13 in total in a non-equilibrium geometry, computed with ωB97M-V/def2-TZVPD.

Structure (XYZ):
```
73
Properties=species:S:1:pos:R:3
N -3.212 0.317 -5.157
C -2.962 -0.183 -4.001
N -4.133 -0.280 -3.461
O -1.853 -0.257 -3.538
H -4.135 0.452 -5.543
H -2.414 0.486 -5.752
H -4.191 -0.490 -2.475
H -4.945 0.077 -3.944
N -1.282 -1.039 3.169
C -1.904 -1.439 4.201
N -2.153 -2.685 4.192
O -2.170 -0.661 5.081
H -1.002 -0.070 3.118
H -0.850 -1.679 2.518
H -2.464 -3.110 5.053
H -2.340 -3.110 3.295
N 0.768 1.342 0.251
C 0.163 0.374 -0.387
N 0.411 0.478 -1.712
O -0.386 -0.625 0.063
H 1.050 2.128 -0.317
H 0.816 1.371 1.259
H -0.315 0.197 -2.357
H 1.023 1.225 -2.008
N -1.346 -4.836 1.713
C -2.433 -4.392 1.114
N -2.291 -3.102 0.952
O -3.469 -4.989 1.069
H -1.358 -5.737 2.171
H -0.419 -4.438 1.695
H -3.134 -2.633 0.653
H -1.370 -2.842 0.629
N 2.088 2.311 3.321
C 0.840 2.326 3.630
N 0.677 2.785 4.824
O 0.020 1.761 2.959
H 2.529 3.141 3.691
H 2.363 1.846 2.468
H 1.422 3.254 5.320
H 0.020 2.185 5.301
N 1.459 4.075 -2.305
C 2.385 4.656 -1.562
N 2.013 5.454 -0.617
O 3.592 4.401 -1.637
H 0.489 4.327 -2.178
H 1.716 3.401 -3.012
H 1.073 5.823 -0.576
H 2.721 5.816 0.005
O 2.219 -5.124 0.506
C 1.645 -3.953 0.063
C 1.911 -2.912 1.224
O 0.995 -3.063 2.288
H 2.472 -5.519 -0.331
H 2.192 -3.583 -0.804
H 0.584 -4.032 -0.173
H 1.616 -1.932 0.849
H 2.929 -2.946 1.611
H 1.172 -2.387 2.946
O -1.893 2.975 -3.199
H -2.169 2.611 -4.040
H -1.142 2.440 -2.941
O 3.022 1.505 -3.445
H 3.457 1.315 -4.276
H 3.673 1.993 -2.940
O 0.918 -1.452 -4.624
H 0.237 -2.061 -4.909
H 0.439 -0.682 -4.317
O 3.718 -0.194 -0.277
H 3.097 0.290 -0.821
H 3.957 0.419 0.418
O -2.243 2.805 1.703
H -2.437 3.621 2.164
H -1.474 2.453 2.152
```

Its spin multiplicity is 1. The LUMO energy comes out at -0.1 eV. For the total energy, the calculation gives -53446.0322 eV. The HOMO energy comes out at -0.3135 hartree.